1.
# C42H47Ge2HfN6O5

C42H47Ge2HfN6O5 as an isolated structure in a non-equilibrium geometry (the ωB97M-V functional and the def2-TZVPD basis, the OMol25 dataset).

```
! wB97M-V def2-TZVPD RIJCOSX def2/J DEFGRID3
* xyz 2 2
Hf 0.05040 0.27965 -0.30680
N -1.18724 2.26829 4.10700
C -0.68195 2.21570 2.86278
N -1.10396 1.56417 1.82761
C -2.21974 0.79138 1.75728
N -2.75518 0.34886 0.67171
N -2.07704 0.62699 -0.44897
C -2.73979 0.64747 -1.60861
C -1.97227 0.62518 -2.80361
C -2.55230 0.82153 -4.06436
C -1.75560 0.76553 -5.18581
C -0.39723 0.48658 -5.03825
C 0.10356 0.28504 -3.76798
N -0.64015 0.36679 -2.65904
C -3.16454 0.76914 4.06342
C -4.39820 0.40947 4.57560
C -4.86877 1.02073 5.71996
C -4.08249 1.97914 6.34878
C -2.86128 2.33832 5.81712
C -2.38289 1.76787 4.63444
H -0.69891 2.90174 4.72361
H 0.19915 2.82821 2.72055
H -3.82127 0.66374 -1.63078
H -3.61194 1.02488 -4.13639
H -2.17958 0.92773 -6.16753
H 0.25790 0.42342 -5.89450
H 1.14960 0.03730 -3.63405
H -4.97815 -0.35057 4.06848
H -5.83806 0.75149 6.11385
H -4.43871 2.47133 7.24298
H -2.25569 3.09063 6.30824
C -2.72830 -2.17103 4.11607
C -2.10356 -1.38498 3.04512
O -2.73236 0.03715 2.90434
O -1.32191 -1.64852 2.22670
H -2.74991 -1.63356 5.06254
H -2.15896 -3.09041 4.22900
H -3.75646 -2.41519 3.83910
C 1.55188 -3.38341 -0.52290
N 0.30803 -3.81828 -1.16255
C 0.27147 -5.18697 -1.65972
C -0.68020 -2.95166 -1.26692
C -1.92307 -3.28187 -2.03409
O -0.57595 -1.80367 -0.74975
H 2.33049 -4.11440 -0.71746
H 1.41304 -3.28138 0.55382
H 1.86996 -2.42020 -0.91928
H 0.73907 -5.84028 -0.92590
H 0.82252 -5.27358 -2.59725
H -0.74491 -5.52935 -1.82067
H -2.31441 -4.26985 -1.80572
H -1.70070 -3.24112 -3.10248
H -2.68089 -2.53576 -1.80970
O 3.10402 1.52679 -2.69476
C 2.12231 1.63576 -2.01587
O 1.68057 0.65421 -1.22160
C 1.29361 2.89478 -2.01486
C 1.64154 3.88794 -2.92287
C 0.92502 5.07317 -2.97029
C -0.14099 5.27588 -2.10522
C -0.48950 4.29703 -1.18612
C 0.22610 3.11534 -1.14150
H 2.47805 3.70548 -3.58341
H 1.19916 5.84116 -3.68057
H -0.69759 6.20256 -2.13602
H -1.31531 4.45838 -0.50494
H -0.03800 2.38191 -0.36940
C 3.44825 -1.48906 4.60510
Ge 1.66604 -1.49298 3.76417
C 1.13891 -3.41145 3.60714
C 0.41228 -0.72391 5.12680
Ge 1.72532 -0.24780 1.59103
C 3.51172 -0.92252 0.97981
C 3.89550 -2.23978 1.23307
C 5.13368 -2.72266 0.83378
C 6.02019 -1.88676 0.17170
C 5.65775 -0.57321 -0.08351
C 4.41595 -0.09804 0.31536
C 2.25342 1.57121 2.27403
C 2.39509 1.85924 3.63395
C 2.75759 3.12213 4.08325
C 3.01186 4.13902 3.17326
C 2.90808 3.87442 1.81644
C 2.52217 2.61226 1.38190
H 3.41171 -2.08456 5.51868
H 3.78055 -0.48304 4.85763
H 4.18522 -1.92483 3.93327
H 0.56574 -3.70792 4.48776
H 2.04441 -4.01870 3.59676
H 0.56124 -3.64089 2.71048
H 0.16977 -1.49747 5.85785
H -0.51895 -0.34698 4.70268
H 0.89232 0.09555 5.66015
H 3.22364 -2.90446 1.76871
H 5.40668 -3.74876 1.04795
H 6.99084 -2.25414 -0.13389
H 6.34258 0.09084 -0.59519
H 4.17183 0.93461 0.10569
H 2.23010 1.07661 4.36179
H 2.85994 3.30866 5.14560
H 3.31252 5.11989 3.51687
H 3.14156 4.64439 1.09121
H 2.46892 2.44152 0.32036
*
```

Summary:
- Energy above the lowest of the compared OMol25 structures with the same formula, charge and spin: 160.7 kcal per mole
- F_max: 3.58 eV/Å
- LUMO energy (alpha / beta): -5.516 / -5.816 eV
- <S²>: 0.79
- E_tot: -177820.3028 eV

Löwdin population analysis, charges in e, atoms 1 to 99: number 1, Hf, carries 1.548; number 2, N, carries 0.155; number 3, C, carries -0.115; number 4, N, carries 0.099; number 5, C, carries -0.336; number 6, N, carries 0.126; number 7, N, carries -0.195; number 8, C, carries -0.070; number 9, C, carries -0.275; number 10, C, carries -0.001; number 11, C, carries -0.031; number 12, C, carries -0.025; number 13, C, carries -0.106; number 14, N, carries 0.019; number 15, C, carries -0.136; number 16, C, carries 0.004; number 17, C, carries -0.027; number 18, C, carries -0.025; number 19, C, carries 0.020; number 20, C, carries -0.148; number 21, H, carries 0.163; number 22, H, carries 0.126; number 23, H, carries 0.130; number 24, H, carries 0.124; number 25, H, carries 0.122; number 26, H, carries 0.119; number 27, H, carries 0.118; number 28, H, carries 0.137; number 29, H, carries 0.126; number 30, H, carries 0.128; number 31, H, carries 0.132; number 32, C, carries 0.066; number 33, C, carries -0.314; number 34, O, carries 0.022; number 35, O, carries 0.168; number 36, H, carries 0.110; number 37, H, carries 0.117; number 38, H, carries 0.124; number 39, C, carries -0.005; number 40, N, carries -0.098; number 41, C, carries 0.000; number 42, C, carries -0.427; number 43, C, carries 0.043; number 44, O, carries -0.152; number 45, H, carries 0.109; number 46, H, carries 0.072; number 47, H, carries 0.089; number 48, H, carries 0.106; number 49, H, carries 0.113; number 50, H, carries 0.085; number 51, H, carries 0.088; number 52, H, carries 0.114; number 53, H, carries 0.089; number 54, O, carries 0.149; number 55, C, carries -0.561; number 56, O, carries -0.275; number 57, C, carries -0.146; number 58, C, carries 0.015; number 59, C, carries -0.032; number 60, C, carries -0.047; number 61, C, carries -0.048; number 62, C, carries -0.080; number 63, H, carries 0.132; number 64, H, carries 0.120; number 65, H, carries 0.117; number 66, H, carries 0.115; number 67, H, carries 0.029; number 68, C, carries -0.216; number 69, Ge, carries 0.722; number 70, C, carries -0.248; number 71, C, carries -0.230; number 72, Ge, carries 0.771; number 73, C, carries -0.360; number 74, C, carries -0.187; number 75, C, carries -0.078; number 76, C, carries -0.073; number 77, C, carries -0.062; number 78, C, carries -0.104; number 79, C, carries -0.374; number 80, C, carries -0.152; number 81, C, carries -0.076; number 82, C, carries -0.072; number 83, C, carries -0.058; number 84, C, carries -0.140; number 85, H, carries 0.031; number 86, H, carries 0.018; number 87, H, carries 0.015; number 88, H, carries 0.014; number 89, H, carries 0.020; number 90, H, carries -0.008; number 91, H, carries 0.028; number 92, H, carries -0.028; number 93, H, carries 0.016; number 94, H, carries 0.063; number 95, H, carries 0.109; number 96, H, carries 0.109; number 97, H, carries 0.112; number 98, H, carries 0.085; number 99, H, carries 0.040

=====

2.
# C24H28BF5IrN6S

C24H28BF5IrN6S as an isolated structure (the ωB97M-V functional and the def2-TZVPD basis, the OMol25 dataset).

```
! wB97M-V def2-TZVPD RIJCOSX def2/J DEFGRID3
* xyz 1 1
Ir 0.16683 0.51975 0.12731
C -0.26830 4.58336 2.33290
C -0.87489 3.89174 1.11181
C -1.61733 2.62703 1.49989
C 0.16340 3.67638 0.04801
C 0.85002 4.69190 -0.62854
C 1.66760 4.04224 -1.52271
N 1.48546 2.72539 -1.38171
N 0.57895 2.49049 -0.42339
B 2.07687 1.54731 -2.11709
N 2.74628 0.64863 -1.07074
C 4.02755 0.27570 -1.03816
C 4.22728 -0.53063 0.05497
C 2.98750 -0.62690 0.69931
N 2.09173 0.09239 -0.00656
C 2.77790 -1.40909 1.95919
C 3.68800 -0.87477 3.06688
C 3.01884 -2.89687 1.69807
N 0.92587 0.73903 -2.70551
C 0.59709 0.37661 -3.94482
C -0.52806 -0.41424 -3.89688
C -0.84991 -0.53789 -2.54358
N 0.04254 0.19412 -1.84046
C -1.92488 -1.35786 -1.91121
C -1.34490 -2.67835 -1.41241
C -3.07819 -1.60417 -2.88094
H -1.04796 4.79362 3.06526
H 0.47648 3.93968 2.80642
H 0.21394 5.52351 2.06813
H -1.59935 4.57708 0.66137
H -0.99058 1.94686 2.07598
H -2.48207 2.86719 2.11867
H -1.99830 2.10829 0.60749
H 0.73690 5.75220 -0.48609
H 2.36704 4.41754 -2.25104
H 2.85804 1.89643 -2.94777
H 4.70298 0.61711 -1.80388
H 5.14595 -0.99259 0.36958
H 1.76719 -1.30606 2.28480
H 4.74133 -0.98632 2.80423
H 3.49799 0.18105 3.26521
H 3.51312 -1.43273 3.98679
H 4.04509 -3.08146 1.37582
H 2.84559 -3.46402 2.61285
H 2.34533 -3.27715 0.92813
H 1.18935 0.71429 -4.77915
H -1.04417 -0.85790 -4.72901
H -2.31849 -0.79081 -1.06834
H -1.00905 -3.27906 -2.26022
H -0.50150 -2.52075 -0.74394
H -2.10718 -3.24927 -0.88159
H -2.75612 -2.20825 -3.73101
H -3.87343 -2.15403 -2.37677
H -3.49433 -0.66959 -3.25694
F -5.62227 -3.79165 1.22045
C -4.47915 -3.13548 1.31954
C -4.42879 -1.78108 1.03853
F -5.52436 -1.13151 0.66156
C -3.22758 -1.11086 1.14403
F -3.20825 0.19843 0.83828
C -2.05148 -1.73573 1.50685
S -0.46514 -0.98341 1.71817
C -2.13100 -3.10242 1.78434
F -1.03962 -3.78525 2.12668
C -3.32207 -3.79829 1.69603
F -3.35737 -5.09886 1.95694
*
```

Summary:
- Energy above the lowest of the compared OMol25 structures with the same formula, charge and spin: 0.0 kcal per mole
- F_max: 0.81 eV/Å
- LUMO energy (alpha / beta): -4.533 / -4.533 eV
- E_tot: -62216.5559 eV

Partial atomic charges computed with the Löwdin method, in multiples of e: number 1, Ir, carries 1.220; number 2, C, carries -0.046; number 3, C, carries -0.361; number 4, C, carries -0.107; number 5, C, carries -0.227; number 6, C, carries 0.020; number 7, C, carries -0.018; number 8, N, carries -0.021; number 9, N, carries -0.044; number 10, B, carries -0.524; number 11, N, carries 0.000; number 12, C, carries -0.019; number 13, C, carries 0.020; number 14, C, carries -0.223; number 15, N, carries -0.063; number 16, C, carries -0.404; number 17, C, carries -0.044; number 18, C, carries -0.041; number 19, N, carries 0.004; number 20, C, carries -0.015; number 21, C, carries 0.027; number 22, C, carries -0.217; number 23, N, carries -0.062; number 24, C, carries -0.368; number 25, C, carries -0.042; number 26, C, carries -0.046; number 27, H, carries 0.088; number 28, H, carries 0.091; number 29, H, carries 0.081; number 30, H, carries 0.151; number 31, H, carries 0.032; number 32, H, carries 0.102; number 33, H, carries 0.060; number 34, H, carries 0.121; number 35, H, carries 0.138; number 36, H, carries 0.135; number 37, H, carries 0.138; number 38, H, carries 0.123; number 39, H, carries 0.009; number 40, H, carries 0.083; number 41, H, carries 0.087; number 42, H, carries 0.089; number 43, H, carries 0.085; number 44, H, carries 0.090; number 45, H, carries 0.084; number 46, H, carries 0.141; number 47, H, carries 0.119; number 48, H, carries 0.097; number 49, H, carries 0.101; number 50, H, carries 0.056; number 51, H, carries 0.081; number 52, H, carries 0.086; number 53, H, carries 0.086; number 54, H, carries 0.093; number 55, F, carries 0.163; number 56, C, carries -0.124; number 57, C, carries -0.138; number 58, F, carries 0.145; number 59, C, carries -0.243; number 60, F, carries 0.066; number 61, C, carries -0.480; number 62, S, carries 0.709; number 63, C, carries -0.257; number 64, F, carries 0.101; number 65, C, carries -0.140; number 66, F, carries 0.151